No. 1
25
Properties=species:S:1:pos:R:3:forces:R:3 method="wB97M-V/def2-TZVPD" homo_lumo_gap_ev="6.20 / 6.79" s_squared=2.01 total_charge=0 spin_multiplicity=3 e_above_lowest_kj_mol=91.9 energy_ha=-763.49111 e_homo_ha="-0.2011 / -0.3592"
C 2.324986 -0.338414 -0.043671 1.07 0.25 1.80
C 3.893308 -0.373359 -0.051301 -3.49 -7.37 -0.38
C -1.304734 0.100583 1.439014 2.77 -2.91 1.21
C -2.512091 0.939292 -0.354841 3.97 0.41 -5.35
C -1.186548 -1.136335 -0.804436 0.36 1.01 1.41
C -1.153804 0.197759 -0.077717 -3.15 0.25 1.79
N 1.675234 0.896094 0.228506 -0.76 0.76 -1.45
N 4.771722 0.519159 -0.001217 0.24 5.85 0.91
O -0.204915 2.730970 0.127339 -0.28 1.57 1.17
P 0.145275 1.405599 -0.343015 1.46 -0.73 -0.15
H 2.062321 -0.872407 -0.892455 -0.85 -0.17 -2.40
H 1.954396 -0.987185 0.704651 0.26 -1.31 1.31
H 0.197896 1.431629 -1.702485 0.58 -0.42 -1.28
H 4.104114 -1.483710 0.015284 0.32 1.29 -0.36
H -2.255438 -0.161765 1.855966 -0.73 0.03 -0.24
H -0.575011 -0.615117 1.938694 -0.72 -0.10 -0.93
H -0.896893 0.923952 1.930282 -0.11 2.24 0.63
H -2.616919 1.845884 0.098918 0.09 2.51 1.25
H -3.294191 0.376198 -0.128861 -3.23 -2.91 1.17
H -2.565533 1.082678 -1.496384 -0.15 0.18 1.44
H -0.231414 -1.519852 -0.735257 2.28 -1.17 -0.22
H -1.785200 -1.890090 -0.357042 -0.97 -0.30 0.79
H -1.464682 -1.084075 -1.801859 -0.45 0.43 -2.01
H 2.214043 1.374890 0.921497 -0.71 0.85 0.43
H 4.330196 1.461868 -0.129214 2.20 -0.24 -0.55

=====

No. 2
25
Properties=species:S:1:pos:R:3:forces:R:3 method="wB97M-V/def2-TZVPD" homo_lumo_gap_ev=10.23 total_charge=+1 e_above_lowest_kj_mol=119.9 energy_ha=-820.21749 e_homo_ha=-0.4873
C -2.535070 1.786432 -1.671669 0.10 1.02 -0.70
C -1.845434 0.799028 -1.128502 -0.73 -0.51 -0.34
C -1.560543 0.728855 0.324886 -2.00 0.13 0.24
C 0.841037 -1.798630 0.501211 0.46 -0.15 1.35
C 1.221860 -1.437768 -0.920622 -2.22 -0.11 -1.27
C 0.791045 -0.647739 1.456872 -0.57 2.59 2.14
N -0.005684 -0.665425 2.582595 0.33 0.71 0.59
N -0.173830 0.855429 0.561751 3.61 0.65 -2.00
O 2.058043 -0.316826 -1.064517 -2.68 1.71 0.87
S 2.233245 0.453401 1.912133 -0.23 -1.34 -1.20
H -2.788336 1.869688 -2.727311 0.19 -0.47 0.12
H -2.810561 2.711322 -1.147902 0.01 -0.66 0.30
H -1.525641 -0.100303 -1.676161 -0.28 0.60 -0.13
H -1.869419 -0.287665 0.686969 -0.17 0.98 0.20
H -2.043877 1.594880 0.870502 -0.12 -1.42 -0.53
H 1.570396 -2.536756 0.882491 -0.15 0.50 0.24
H -0.126844 -2.307062 0.576268 0.07 0.10 -0.39
H 0.144047 -1.388880 -1.473684 2.96 0.46 0.58
H 1.810276 -2.218345 -1.317614 -0.15 -1.45 -0.65
H 0.003921 0.230633 3.119604 0.13 -1.44 -0.47
H -0.673391 -1.340102 2.965264 0.58 0.00 -1.02
H -0.043348 1.642633 1.186307 0.59 -0.26 0.40
H 0.373424 1.169226 -0.320421 -1.11 -0.84 1.62
H 2.920888 -0.494503 -1.351404 1.66 -0.92 -0.86
H 2.692791 0.518493 0.618811 -0.25 0.12 0.89